(1)
19
Properties=species:S:1:pos:R:3:forces:R:3 method="wB97M-V/def2-TZVPD" homo_energy_ev=-13.0 gap_ev=8.6 charge=+1 lumo_ev=-4.5
C -0.5545 1.7361 1.9970 2.13 -0.64 -0.96
C -1.9151 1.7915 2.2451 -0.71 -0.20 -0.32
C -2.2499 0.0855 0.5660 1.94 0.05 -1.18
C -0.9183 0.0655 0.1896 2.91 1.56 0.59
C -0.0246 0.8825 0.9524 -2.51 0.50 1.29
C -2.7150 0.9528 1.4717 -1.23 0.68 1.28
C -0.5449 -0.6856 -1.0376 0.60 1.00 2.44
C 2.0667 0.3448 0.0361 -4.96 -1.35 -1.82
C 0.6463 -1.0034 -1.4213 1.04 1.08 0.81
N 1.5583 -1.6355 -2.0338 1.29 -1.61 -0.81
O 1.3841 0.8842 0.9529 0.37 0.29 0.35
F -4.0528 0.9858 1.6383 0.55 0.11 0.23
H 0.2807 2.2904 2.5087 -1.46 -0.36 -0.19
H -2.5234 2.3797 2.9495 1.11 0.07 -0.10
H -2.8247 -0.5484 -0.0057 -1.93 -1.06 -0.85
H -1.4300 -0.9476 -1.5115 -1.10 -1.25 -1.53
H 3.0594 0.2681 0.2519 3.10 0.46 1.02
H 2.0980 -2.3747 -1.6067 -0.86 -0.72 0.71
H 2.2209 -1.2877 -2.6921 -0.28 1.39 -0.98

---

(2)
18
Properties=species:S:1:pos:R:3:forces:R:3 method="wB97M-V/def2-TZVPD" homo_energy_ev=-8.5 gap_ev=9.2 de_lowest_kj_mol=213.6 charge=0 lumo_ev=0.7
F -0.0395 2.3660 -1.1043 0.51 -0.62 0.77
C 0.1151 1.6064 0.0643 -0.59 1.21 -0.43
C 1.2490 1.0960 0.4131 -0.43 -0.52 -1.16
C 2.3787 0.4786 0.6250 -0.23 1.62 0.52
O 2.8472 -0.6966 0.1691 1.32 1.81 1.28
C 2.0024 -1.3991 -0.5882 -0.70 -2.61 -0.15
C 0.7026 -1.3140 -0.4313 -0.09 -0.40 -0.50
C -0.5722 -1.2992 -0.1483 0.82 -2.26 -0.82
C -1.6961 -0.5587 -0.7430 -0.53 0.71 -0.11
C -2.0114 0.4790 0.3843 -2.23 1.13 0.72
C -1.1764 1.4692 0.7544 -0.57 -1.37 -0.48
H 2.9969 1.1172 1.2178 1.34 -0.60 0.41
H 2.5981 -2.2607 -0.9777 -1.12 0.93 -0.56
H -0.9378 -2.1638 0.4104 0.38 0.39 0.77
H -2.4887 -1.3187 -0.8160 -0.12 0.67 -0.07
H -1.4724 -0.2129 -1.8029 -0.33 0.26 1.55
H -3.0515 0.4852 1.0079 2.51 -0.49 -1.86
H -1.4443 2.1260 1.5655 0.06 0.14 0.11

---

(3)
21
Properties=species:S:1:pos:R:3:forces:R:3 method="wB97M-V/def2-TZVPD" homo_energy_ev=-10.5 gap_ev=9.2 de_lowest_kj_mol=0.0 smiles="O=COCCC1=C(F)C(=O)C=CC1=O" charge=0 lumo_ev=-1.3
O 2.5387 -2.4677 0.5534 0.80 -2.34 1.57
C 2.2013 -1.5441 -0.0725 -0.50 0.82 -0.58
O 2.1839 -0.3185 0.4875 0.07 0.55 -1.11
C 2.0813 0.7632 -0.4633 -0.90 0.41 0.19
C 0.8896 1.6675 -0.0262 0.53 -1.25 -0.12
C -0.3213 0.7571 0.1161 0.76 1.31 -0.54
C -0.7840 0.4647 1.3097 -1.73 -1.18 -1.20
F -0.2886 0.9280 2.4096 0.38 0.28 1.18
C -1.9684 -0.4631 1.4357 0.54 0.47 -1.01
O -2.2720 -0.8495 2.5097 -0.81 -0.78 2.24
C -2.7237 -0.8938 0.2212 -0.07 0.10 0.74
C -2.2636 -0.6037 -0.9721 0.43 0.62 -0.09
C -0.9644 0.1563 -1.0811 -1.23 -0.62 1.03
O -0.4550 0.2297 -2.1530 1.17 0.46 -1.97
H 1.8600 -1.7148 -1.1102 -0.05 0.98 -0.07
H 3.0212 1.3205 -0.4438 -0.12 -0.16 -0.19
H 1.8383 0.3403 -1.4426 0.42 0.26 0.01
H 1.1661 2.0717 0.9507 -0.32 0.15 -0.16
H 0.7152 2.4753 -0.7413 0.08 -0.16 0.03
H -3.6483 -1.4389 0.3815 0.17 0.01 0.18
H -2.8062 -0.8803 -1.8692 0.40 0.07 -0.14

---

(4)
24
Properties=species:S:1:pos:R:3:forces:R:3 method="wB97M-V/def2-TZVPD" homo_energy_ev=-10.2 gap_ev=8.1 de_lowest_kj_mol=593.6 smiles="O=C1C=C(O)C(=O)C=C1O.O=C1OC[C@@H](F)O1" charge=0 lumo_ev=-2.1
O -0.4662 0.6955 -0.3041 7.86 3.11 -0.07
C 0.7829 1.1662 -0.2761 -4.00 -1.15 0.07
C 1.1776 2.7751 -0.0443 3.46 -1.29 2.58
C 2.3539 3.0030 0.8844 -3.26 0.26 -2.98
O 2.7999 4.3979 1.1312 -1.01 -3.22 -2.04
C 3.1028 1.6717 1.5664 1.70 0.03 4.60
O 3.5189 1.6638 2.8378 -2.55 0.07 -8.36
C 3.2752 0.3815 0.5159 -3.99 0.34 -2.41
C 2.1071 0.1565 -0.4224 2.96 0.70 2.21
O 2.0838 -0.9109 -1.4611 0.91 3.82 1.08
H 0.6178 3.6464 -0.5900 0.98 -2.00 1.35
H 2.6384 4.8539 0.2386 0.24 -0.91 1.92
H 4.2387 -0.2895 0.4788 -2.20 1.52 0.36
H 2.5019 -0.4440 -2.2681 -0.97 -1.15 1.72
O -5.2393 -3.0869 -1.6238 2.25 0.96 1.55
C -4.2790 -2.6967 -0.9808 -2.58 -0.62 -1.88
O -3.4982 -1.6316 -1.3379 -0.78 -1.01 0.07
C -2.5887 -1.4291 -0.2751 0.92 0.94 -0.20
C -2.5467 -2.7700 0.3745 0.11 -0.13 0.70
F -2.3323 -2.6552 1.7043 0.17 -0.19 0.26
O -3.8485 -3.2730 0.1764 0.09 0.21 -0.83
H -2.9746 -0.6486 0.3891 0.08 -0.24 0.12
H -1.6100 -1.1180 -0.6504 -0.38 -0.07 -0.04
H -1.8156 -3.4581 -0.0632 -0.03 0.00 0.22

---

(5)
23
Properties=species:S:1:pos:R:3:forces:R:3 method="wB97M-V/def2-TZVPD" homo_energy_ev=-20.6 gap_ev=6.9 charge=+3 lumo_ev=-13.7
Ga 0.7917 -0.5001 -0.9672 -0.13 -1.62 0.65
C 0.4991 -0.5621 -3.3218 -1.43 0.31 -4.94
O 0.2365 -0.5311 -4.4525 1.55 -0.24 6.18
C -1.5677 1.1851 -0.5067 -2.83 2.49 0.24
O -2.4864 1.8490 -0.3685 2.81 -2.12 -0.40
C 1.3423 1.3987 -0.4255 1.54 6.76 3.87
O 1.5936 2.3494 0.2097 -1.36 -5.69 -3.88
C -1.1052 -1.4965 -0.1921 -3.16 -2.67 1.99
O -1.8957 -2.0698 0.4180 3.25 2.46 -2.51
H -0.6774 0.5993 3.6849 -0.22 0.24 -0.25
H -1.0981 1.0606 3.2600 0.22 -0.25 0.22
S 2.0033 -1.9309 0.4912 -0.47 -0.28 -1.38
C 2.4004 -1.3506 2.0964 0.77 0.40 1.03
N 1.6562 -1.7882 3.1595 0.31 1.03 -0.06
C 1.9902 -1.5331 4.4635 -0.59 -0.89 -1.32
C 3.1841 -0.9098 4.7426 0.29 -0.04 -0.16
C 3.9831 -0.4788 3.6707 0.04 0.24 1.48
C 3.6127 -0.7110 2.3600 -1.02 -0.02 -0.42
H 0.7864 -2.2580 2.9331 -0.03 -0.17 0.35
H 1.2705 -1.9094 5.1848 0.25 0.09 0.09
H 3.4781 -0.8245 5.7909 0.01 0.30 -0.39
H 4.8844 0.0818 3.9174 -0.01 -0.27 -0.26
H 4.2164 -0.3655 1.5391 0.21 -0.06 -0.12

---

(6)
17
Properties=species:S:1:pos:R:3:forces:R:3 method="wB97M-V/def2-TZVPD" homo_energy_ev=-7.8 gap_ev=8.2 de_lowest_kj_mol=425.1 smiles="C1=CC2=NC=C[C@@]23C=C3C1" charge=0 lumo_ev=0.3
C -0.3731 2.0000 -0.5395 1.18 0.29 -0.51
C -1.2812 1.2445 0.0935 0.89 0.71 -1.69
C -1.1026 -0.1029 0.4470 2.99 -4.32 1.63
N -1.4240 -0.5511 1.6653 0.36 0.95 -1.66
C -0.5913 -1.5888 1.9763 1.81 -1.29 0.12
C 0.4439 -1.8382 1.0473 -3.93 3.02 2.59
C 0.2339 -0.9862 -0.0363 -3.05 3.01 -1.04
C 0.6805 -1.2174 -1.4354 1.21 0.49 -1.17
C 0.9839 -0.0092 -1.0153 -0.54 -2.22 -0.24
C 0.9915 1.4608 -1.0428 -1.91 -1.22 2.80
H -0.4106 3.0896 -0.7706 -0.79 -0.98 0.37
H -2.2474 1.5361 0.3131 -1.73 1.45 0.69
H -0.6910 -2.1028 2.9654 -0.12 0.41 -1.18
H 1.0826 -2.5923 0.9918 2.65 -3.27 0.27
H 0.8222 -2.0555 -2.2092 -0.58 1.71 1.33
H 1.1251 1.8124 -1.9809 0.41 0.90 -3.27
H 1.7577 1.9010 -0.4696 1.15 0.35 0.97

---

(7)
26
Properties=species:S:1:pos:R:3:forces:R:3 method="wB97M-V/def2-TZVPD" homo_energy_ev="-11.2 / -13.6" gap_ev="6.8 / 6.0" spin_multiplicity=5 charge=+1 lumo_ev="-4.4 / -7.6"
Pd 0.8383 -0.7903 0.0246 0.11 0.43 0.04
O -4.3120 2.8036 0.1776 -0.15 -0.01 0.01
C -3.2017 2.0815 0.1335 0.34 -0.05 -0.01
C -1.9165 2.6263 0.1170 -0.13 -0.16 0.00
C -0.8416 1.7614 0.0735 0.15 0.10 0.00
N -0.9806 0.4457 0.0571 -0.10 -0.19 0.04
C -2.2146 -0.0846 0.0466 0.42 0.21 0.00
C -3.3513 0.6813 0.0845 -0.02 -0.07 0.00
C -2.1125 -1.5802 -0.0565 -0.02 0.14 0.01
O -3.2395 -2.2127 -0.0535 -0.14 -0.11 0.01
O -1.0356 -2.1491 -0.1459 -0.09 0.05 -0.08
C 0.6069 2.2279 0.0047 -0.29 0.09 0.02
O 0.8970 3.3931 0.0137 -0.11 -0.01 0.04
O 1.4397 1.2322 -0.0814 0.14 -0.25 -0.10
H -4.1288 3.7515 0.2036 0.01 0.02 0.00
H -1.7258 3.6918 0.1286 0.00 0.03 0.00
H -4.3406 0.2457 0.0702 -0.01 0.00 0.00
N 3.2433 -0.6327 0.0734 -0.33 -0.04 0.02
C 4.0652 -1.6982 -0.3522 0.12 0.04 -0.03
C 2.2339 -3.8883 0.0083 0.22 0.14 -0.11
O 3.0007 -4.6988 -0.2528 0.00 -0.25 0.01
O 1.4430 -3.0722 0.2774 -0.20 -0.02 0.16
H 3.2562 0.1827 -0.5336 0.07 -0.04 0.02
H 3.4388 -0.3174 1.0178 0.04 -0.02 -0.04
H 4.6811 -2.2053 0.3714 -0.01 -0.02 0.04
H 4.2571 -1.7950 -1.4077 -0.02 -0.01 -0.02

---

(8)
20
Properties=species:S:1:pos:R:3:forces:R:3 method="wB97M-V/def2-TZVPD" homo_energy_ev=-8.8 gap_ev=8.4 de_lowest_kj_mol=145.5 smiles="O=NNc1ccc2ccccc2n1" charge=0 lumo_ev=-0.4
O -0.3122 -3.6104 -2.2931 1.53 2.54 0.34
N 0.5446 -2.8039 -2.6506 -0.92 -1.17 0.13
N 0.8218 -1.6368 -1.9707 -2.35 -1.52 0.86
C 0.1881 -0.8426 -0.9817 -0.38 -0.95 2.89
C -0.7597 -1.4417 0.0056 0.36 2.06 -0.76
C -1.1611 -0.6634 1.0755 -0.33 -0.34 0.45
C -0.5450 0.5919 1.2612 -0.11 -0.03 -0.74
C -0.7496 1.3817 2.3977 -0.17 0.60 1.19
C -0.2592 2.6618 2.5265 -0.90 -0.10 0.22
C 0.5127 3.1963 1.4533 0.62 0.90 -0.03
C 0.7700 2.4356 0.3299 0.05 0.64 -0.74
C 0.2357 1.0818 0.2035 1.64 2.60 1.16
N 0.7102 0.3650 -0.8149 -1.14 -2.06 -1.75
H 1.3592 -1.1009 -2.5659 1.64 1.27 -1.32
H -1.2168 -2.3723 -0.1854 -0.21 -0.95 -0.31
H -1.9775 -0.8624 1.8545 1.36 -0.55 -1.41
H -1.2616 0.9398 3.2634 -0.12 0.18 -0.55
H -0.6517 3.2362 3.4129 1.12 -0.42 -1.04
H 0.9823 4.2285 1.5337 -0.87 -1.41 -0.13
H 1.3368 2.9352 -0.5439 -0.84 -1.30 1.54